Entry 1:
# C21H49MnN8O10

C21H49MnN8O10 as an isolated structure in a non-equilibrium geometry (the ωB97M-V functional and the def2-TZVPD basis, OMol25).

Values from the calculation:
HOMO energy (spin up / spin down) (eV): -10.3 / -10.3
Spin multiplicity: 6
Charge: +1
Frontier orbital gap (spin up / spin down) (eV): 3.5 / 3.4
Maximum force (eV/Å): 2.6
Relative energy (zero: lowest compared OMol25 entry of this formula, charge and spin) (kcal/mol): 82.9

```
89
Properties=species:S:1:pos:R:3:forces:R:3:mulliken_spin:R:1
Mn 33.376341 -35.717092 -2.768205 -0.7388 2.4751 -0.1732 4.856
O 33.554033 -32.474225 -4.533428 -0.6568 -1.3213 0.0367 0.013
O 30.476907 -34.126208 -9.600852 0.0211 0.2495 -0.0462 0.000
O 35.590113 -29.026073 -1.341910 0.0406 -0.0230 -0.1517 0.000
O 26.034395 -33.934380 -8.908034 0.1439 -0.1643 0.0041 0.000
O 32.613981 -34.386551 -4.071966 0.1418 -1.8499 0.4999 0.053
O 35.482972 -33.390215 -9.072767 -0.1730 0.6999 0.4274 0.000
O 31.587983 -32.921117 -5.303852 0.7909 -1.0412 0.6525 0.008
O 33.135141 -34.471040 -1.231183 -0.1733 -1.1892 -0.7534 0.036
O 26.616534 -33.392318 -4.537108 0.2290 -0.4025 0.0493 0.000
O 30.369590 -28.216705 -5.424343 -0.3693 -0.1856 -0.0597 0.000
N 31.370962 -30.056637 -6.237035 -0.1658 -0.4628 -0.4781 -0.001
N 32.016503 -32.959047 -0.002765 -0.2401 -0.2892 -0.7257 0.012
N 27.228015 -35.449671 -5.279865 0.0038 0.2452 0.4757 0.000
N 32.584398 -33.239420 -4.673042 0.3063 2.5596 -0.5019 0.003
N 34.651231 -29.925301 -3.210405 0.5076 0.4843 0.3302 0.000
N 27.994020 -33.288650 -8.001680 0.4165 0.4562 0.9054 0.000
N 32.432956 -33.026808 -9.356350 -0.2348 0.3800 0.2663 0.000
N 36.248760 -31.484639 -8.078627 -0.0802 0.2556 0.1663 0.000
C 25.916906 -35.786497 -5.788856 -0.5601 0.0496 -0.5296 0.000
C 30.781077 -29.349076 -5.250510 0.5635 0.5895 0.1633 0.000
C 36.372353 -32.564977 -8.877860 0.1924 -1.0732 -0.6439 0.000
C 34.977794 -31.033035 -7.541279 0.2625 -0.1119 0.2056 0.000
C 32.923368 -33.891342 -0.123567 0.7145 0.0719 0.6532 0.012
C 30.792322 -29.983503 -3.874883 0.3660 -0.0281 0.2283 0.000
C 31.134463 -32.507301 -1.106292 0.9442 0.1588 0.1547 -0.001
C 34.435131 -28.632168 -3.861780 -0.4842 -0.7461 0.0554 0.000
C 37.731603 -32.705147 -9.548742 -0.2718 0.5434 1.0620 0.000
C 35.250839 -29.992835 -1.993588 -0.6445 -0.2922 -0.1394 0.000
C 27.451606 -34.283005 -4.634418 -0.7079 0.7777 -0.0937 0.000
C 26.658303 -33.168194 -8.192220 -0.3985 -0.1031 -0.1455 0.000
C 35.440514 -31.401348 -1.461143 0.4591 -0.5485 0.1983 -0.002
C 31.537941 -33.964953 -9.009665 -0.6918 -0.8143 0.0926 0.000
C 32.194543 -32.212207 -10.529942 -0.2761 -0.0462 -0.2502 0.000
C 28.783599 -32.444567 -7.127450 0.5467 0.2475 -0.4557 0.000
C 25.954703 -32.017018 -7.499308 -0.7611 0.2595 -0.6739 0.000
C 33.775681 -34.285256 1.049238 0.2288 0.4853 0.1590 0.006
C 28.792946 -34.095431 -4.001794 1.4213 -0.4628 0.9283 -0.001
C 31.875417 -34.909610 -7.867502 0.6208 0.6114 -0.3030 0.000
C 31.323225 -29.658868 -7.632982 0.7171 0.1858 -0.0285 0.000
H 34.719494 -31.520539 -6.599034 -0.0293 -0.2162 -0.0933 0.000
H 32.432632 -32.782712 -11.429636 0.2022 0.2124 -0.0536 0.000
H 31.622620 -30.517811 -8.233777 -0.1165 -0.0275 -0.0128 0.000
H 34.214569 -31.235095 -8.283882 -0.2496 0.1763 0.0382 0.000
H 35.324874 -28.015093 -3.792328 -0.0182 0.0622 0.0952 0.000
H 30.375474 -30.990890 -3.858915 -0.2505 0.0786 -0.0830 0.000
H 38.472694 -32.739527 -8.744967 0.1680 -0.0111 -0.1715 0.000
H 28.751708 -34.308632 -2.925981 -0.4354 -0.0790 -0.0574 0.000
H 25.351080 -36.483060 -5.168538 0.3609 -0.2215 0.1275 0.000
H 30.279992 -29.307784 -3.195087 -0.1882 -0.1516 -0.0120 0.000
H 33.577267 -28.150907 -3.392371 0.1491 0.3555 -0.0724 0.000
H 33.457784 -35.268623 1.393309 0.1114 -0.0736 -0.0344 0.000
H 26.008763 -32.047551 -6.413557 0.2732 0.1754 -0.0371 0.000
H 36.470991 -31.445064 -1.103551 -0.0982 -0.1000 0.1219 0.000
H 34.783820 -31.625639 -0.617812 0.0029 0.4071 0.1178 0.000
H 32.046041 -28.860662 -7.819637 -0.1007 0.0998 -0.0921 0.000
H 29.760815 -32.336997 -7.607107 0.0414 0.0835 0.1142 0.000
H 29.178290 -33.079703 -4.052215 -0.3905 0.1027 -0.3174 0.000
H 24.906706 -32.053630 -7.801992 0.0007 -0.4831 0.2104 0.000
H 32.754711 -31.280578 -10.481949 0.2150 -0.1367 -0.0242 0.000
H 31.368309 -33.027648 -2.031203 0.2123 -0.1292 0.1441 0.003
H 37.892353 -31.781891 -10.104673 0.2620 -0.2562 -0.3546 0.000
H 32.064983 -32.376001 0.819984 -0.2396 -0.1911 0.1688 -0.001
H 33.755818 -33.599828 1.896998 -0.4595 0.0453 -0.0931 0.001
H 29.594853 -34.747233 -4.367499 -0.2114 -0.0192 -0.3135 0.001
H 28.541051 -33.989653 -8.478631 -0.4074 -0.1482 -0.4140 0.000
H 34.361869 -30.782126 -3.641138 -0.0287 -0.0009 -0.2375 -0.001
H 32.881911 -34.670857 -7.511593 -0.0598 -0.2703 0.2979 0.000
H 30.350328 -29.311041 -7.969329 -0.1538 -0.0557 0.2875 0.000
H 25.295723 -34.895187 -5.831251 0.2955 0.2071 0.0155 0.000
H 31.847195 -35.921019 -8.267063 0.0387 -0.0166 0.0176 0.000
H 33.291905 -32.920370 -8.841800 0.2144 -0.3860 -0.2339 0.000
H 35.297721 -32.223267 -2.168032 -0.0217 0.2994 -0.3107 0.003
H 34.187702 -28.825601 -4.904348 0.0333 0.0986 -0.0288 0.000
H 31.130191 -34.814540 -7.081276 0.0109 0.0650 0.0437 0.000
H 28.965419 -32.837438 -6.124478 -0.2218 -0.1106 -0.1598 0.000
H 34.824562 -34.296584 0.752281 -0.0819 -0.3176 -0.2301 0.000
H 31.427259 -31.466586 -1.230926 -0.7339 0.1717 -0.2495 0.000
H 27.983932 -36.107957 -5.307774 -0.1031 -0.1788 -0.1349 0.000
H 30.088324 -32.691394 -0.886822 -0.0316 0.3415 0.2807 0.000
H 26.233882 -31.053990 -7.937716 0.6081 -0.0104 0.4259 0.000
H 28.382138 -31.437989 -7.024701 -0.1776 -0.0845 -0.0353 0.000
H 31.825088 -30.076113 -3.518216 0.0363 0.0619 -0.1247 0.000
H 25.980824 -36.157234 -6.810252 0.0792 -0.1125 0.0384 0.000
H 37.054149 -30.892077 -7.982023 -0.0367 0.0759 -0.0176 0.000
H 37.801821 -33.613409 -10.130498 -0.1433 0.0903 -0.2316 0.000
H 31.829755 -30.929066 -6.035389 -0.3368 -0.0477 0.1700 0.000
H 31.138163 -31.958199 -10.612746 -0.0237 -0.0540 0.1969 0.000
H 35.022063 -29.967448 -7.324702 0.0233 0.0490 -0.2424 0.000
```
Positions in Å, forces in eV/Å.


Entry 2:
# C21H50IN2O4

A 5-piece molecular cluster, C21H50IN2O4 overall in a non-equilibrium geometry (the ωB97M-V functional and the def2-TZVPD basis, OMol25).

Values from the calculation:
HOMO energy (eV): -11.1
Charge: +1
Frontier orbital gap (eV): 6.5
Maximum force (eV/Å): 5.0

```
78
Properties=species:S:1:pos:R:3:forces:R:3:mulliken_charge:R:1
I -1.407283 0.113679 -0.993479 0.5041 -0.3820 -0.1276 0.340
O 6.067423 -4.582584 -3.260778 -0.4760 -0.0673 0.2433 -0.513
O -3.625465 2.137561 -2.719412 0.2174 -0.2240 0.4855 -0.396
O -3.080241 2.773941 1.058041 0.4012 -0.0708 -0.2055 -0.451
O -3.428407 3.267448 5.647782 0.2959 -0.0693 -0.1399 -0.523
N 4.583292 -3.979401 -0.044582 -0.0515 0.6976 0.2107 -0.542
N -1.029896 -3.257504 0.768973 1.1210 -0.6850 -4.7888 -0.091
C 7.049202 -3.075106 -4.855266 -0.0111 0.3377 0.0438 -1.254
C 0.247229 -2.522218 -1.261439 -2.1683 0.3800 -0.5585 -0.524
C 5.387547 -1.513177 -0.512422 0.8090 0.3228 0.1297 -0.224
C 8.157588 -5.245112 -4.246232 0.2431 -0.1756 0.2086 -1.378
C 0.205918 -1.230724 -0.252499 -0.4093 -0.7427 0.4891 -0.291
C -5.141778 2.278735 7.013674 -0.2779 -0.1951 -0.1393 -1.258
C 7.310543 -4.084690 -3.748898 0.0372 -0.1915 -0.6871 0.489
C -0.460780 -1.863275 1.104860 1.9313 0.4146 1.5414 -0.548
C -2.852181 2.803731 -4.895882 0.1919 -0.2054 -0.1956 -1.238
C -4.212475 4.556748 7.519069 -0.0476 0.3703 -0.0261 -1.400
C -5.411676 3.149596 0.608433 -0.0971 0.2797 -0.1977 -1.240
C 1.548452 -0.293900 -0.159990 0.5207 -0.0335 -0.2229 -0.784
C 4.203990 -0.424527 -0.206328 0.8797 0.3191 0.2031 -0.647
C -5.111985 3.488593 -4.039950 -0.3519 -0.0614 0.0358 -1.220
C 2.859496 -1.024683 0.507622 -0.8905 0.7157 0.0045 -0.387
C -0.651923 -3.681428 -0.506895 0.7055 2.1919 2.1032 -0.024
C -4.051836 2.398966 -4.054096 0.1562 0.6535 -0.1450 0.289
C 5.414089 -2.819366 0.476225 1.5375 -0.2173 -0.3076 -0.500
C -4.629356 2.258141 2.822401 0.2550 0.0266 0.3367 -1.134
C -4.309530 3.178521 1.655259 -0.4536 -0.5706 -0.0728 0.318
C -4.583687 3.565701 6.427448 0.2668 -0.2208 0.6207 0.511
H 6.501928 -3.536050 -5.685230 0.1537 -0.0702 0.0433 0.342
H -3.800797 5.473258 7.083008 -0.1347 -0.1260 0.0299 0.338
H -2.092077 2.015201 -4.886875 -0.1442 0.0494 -0.0467 0.278
H 7.817036 -3.591119 -2.912321 -0.2479 -0.1228 0.0255 0.260
H -6.367846 3.471099 1.032976 0.0864 -0.0533 -0.0753 0.415
H -1.208279 -1.103402 1.592431 1.1538 -1.9766 -0.9804 0.394
H 4.853063 -4.891295 0.385730 -0.1402 1.2721 -0.8197 0.249
H -3.821826 2.279732 3.562029 -0.2491 0.1396 -0.1112 0.259
H 5.119274 -2.527837 1.589181 0.4081 -0.5788 -2.4218 0.247
H -3.190181 1.865567 0.731138 -0.0672 0.3993 0.1761 0.150
H 1.346514 0.714942 0.421901 0.0640 -2.1566 -1.3356 0.373
H 6.547842 -3.187819 0.511737 -2.2327 1.0104 0.0829 0.328
H -3.241991 2.955391 -2.361367 -0.2100 -0.2655 -0.1324 0.314
H -0.463552 -2.169071 -2.151022 1.4594 -1.1230 1.5683 0.355
H -5.472243 3.701965 -5.051162 0.0402 0.0154 0.1357 0.404
H 4.004480 0.152706 -1.224347 0.0559 -1.2548 2.1990 0.316
H 5.610608 -5.022510 -3.996904 0.2878 0.1810 0.2746 0.334
H -5.323841 4.016384 5.757323 0.2470 -0.0813 -0.0835 0.269
H 4.667741 0.383485 0.527867 -1.0757 -1.6701 -1.5303 0.254
H 0.387137 -2.129498 1.895773 -1.6842 0.7865 -1.5382 0.319
H 7.649659 -5.783019 -5.054507 0.0283 0.1701 -0.0247 0.359
H 6.420346 -0.940480 -0.336140 -2.2503 -1.2764 -0.4021 0.282
H 1.832312 -0.013013 -1.284904 -0.8699 -0.5925 2.4337 0.384
H 4.562673 -4.021219 -1.087341 0.5858 -0.1217 1.3755 0.169
H -1.627680 -3.830398 1.430074 0.9627 0.9628 -1.1647 0.284
H 2.869389 -0.722029 1.659876 0.0377 -0.9261 -2.4759 0.244
H -5.963908 3.188586 -3.420369 0.1058 -0.0158 -0.1428 0.299
H -3.438588 4.144338 8.176211 -0.1467 -0.0913 -0.0189 0.354
H 8.327255 -5.969806 -3.442683 0.0205 0.1667 -0.0811 0.332
H -4.400903 1.785530 7.652813 -0.0380 0.1643 0.0454 0.336
H -5.393024 1.570244 6.217072 -0.0295 0.1427 0.0703 0.305
H -4.175110 4.202617 2.020184 0.2066 -0.1709 -0.1079 0.340
H -6.041105 2.472494 7.606574 0.1147 -0.0669 -0.0374 0.378
H -2.765647 2.866886 6.234633 -0.3207 0.2309 -0.1887 0.325
H -4.723412 1.218935 2.487706 -0.1673 0.0668 -0.1644 0.373
H 7.986004 -2.661413 -5.241426 -0.1422 -0.0408 0.0036 0.379
H 1.246591 -2.817883 -1.793541 -1.7558 0.1756 1.6001 0.349
H -5.162201 3.807121 -0.231258 -0.0564 -0.0299 0.1444 0.273
H -5.562067 2.552868 3.313365 0.0901 -0.0786 -0.0191 0.342
H -5.533455 2.142096 0.195202 -0.0038 0.0147 0.1371 0.285
H -5.083905 4.818845 8.127160 0.1304 -0.0215 -0.0295 0.373
H 6.428202 -2.251844 -4.486190 0.1436 -0.0673 -0.0025 0.292
H -0.891643 -4.703381 -1.054630 0.2221 2.1771 1.7641 0.380
H 2.701931 -2.178503 0.400699 0.8024 2.0198 0.1790 0.292
H -3.144626 2.996584 -5.932773 0.0731 0.0082 0.1228 0.400
H -4.482022 1.471793 -4.448179 0.1009 0.0318 0.2545 0.263
H 5.411853 -1.813684 -1.667323 -0.2469 0.3332 2.5912 0.005
H 9.127653 -4.896516 -4.614089 -0.1213 -0.0788 0.0144 0.371
H -4.716920 4.414269 -3.606713 0.0843 -0.0651 -0.1352 0.317
H -2.376908 3.705189 -4.493008 -0.1695 0.0072 -0.0435 0.331
```
Positions in Å, forces in eV/Å.